Record 1
This record from the OMol25 dataset describes a cluster of 2 separate species, C2H6N2O2Si in total at a distorted geometry. The level of theory is ωB97M-V/def2-TZVPD.

```
13
Properties=species:S:1:pos:R:3:forces:R:3:nbo_charge:R:1
C 1.55462 -1.08978 -1.29273 -1.4 -1.3 1.5 -0.477
C -1.59550 1.28848 1.18789 0.2 -1.1 -0.5 -0.442
N 2.68932 0.72462 0.17023 0.7 0.3 0.8 -0.401
N -0.39162 1.85617 0.54519 -0.4 -0.9 -0.3 -0.564
O 2.45512 1.87813 -0.68666 -0.6 0.1 0.4 -0.617
O 0.46808 2.58920 1.55494 1.6 0.9 0.8 -0.739
Si 1.32295 1.66784 0.51668 -1.9 0.3 -0.2 2.122
H 0.64648 -0.77003 -0.83823 -0.6 0.1 0.2 0.139
H 1.82937 -0.67708 -2.17222 0.9 1.1 -2.6 0.161
H 2.19989 -1.70874 -0.73671 0.6 -0.5 0.4 0.170
H -1.70401 0.27825 0.56882 -0.6 2.2 1.3 0.223
H -1.43971 0.98286 2.30245 -0.1 0.7 -1.9 0.209
H -2.46749 2.07379 1.10175 1.6 -1.9 0.1 0.215
```
Positions in Å, forces in eV/Å.

Its spin multiplicity is 3. Its HOMO energy (alpha / beta) is -8.4 / -9.4 eV. The expectation value of S² is 2.0097. Its total energy is -629.0255 Eh. Its frontier orbital gap (alpha / beta) is 8.559 / 8.027 eV. The energy above the lowest of the compared OMol25 structures with the same formula, charge and spin is 0.000 eV. The net charge is 0.

---

Record 2
This record from the OMol25 dataset describes the ion C5H7N6S2 with charge +1 at a distorted geometry. The level of theory is ωB97M-V/def2-TZVPD.

```
20
Properties=species:S:1:pos:R:3:forces:R:3:nbo_charge:R:1
C 1.94038 -0.35918 -1.25306 2.1 -2.3 0.2 0.123
C 0.62505 1.40720 0.50490 -0.5 -0.2 0.7 -0.019
C -1.57429 0.62717 -0.05912 -0.2 0.0 1.5 0.527
C 1.04836 0.05366 0.93909 -0.4 -2.4 -2.5 -0.191
C -0.04787 -1.02609 0.63624 2.8 1.4 -0.2 0.103
N 0.94327 -0.19217 -1.92466 -2.7 1.1 0.7 -0.348
N -3.87927 0.54182 -0.39713 1.3 -2.2 3.4 -0.214
N -2.74899 0.94042 -0.61626 0.5 0.8 -2.6 -0.149
N 2.21240 -0.26052 0.11396 1.1 -0.7 -0.1 -0.622
N -0.59213 1.51930 -0.13681 -0.5 -0.8 -0.3 -0.487
N -1.27024 -0.61040 0.41130 -1.5 0.8 -0.4 -0.517
S 1.54168 2.64716 0.81934 0.9 1.7 0.1 0.178
S 0.27686 -2.69217 0.65758 1.3 0.1 0.7 0.235
H 2.63613 -0.99858 -1.82763 1.0 0.6 0.2 0.242
H 1.43526 -0.03131 1.91209 0.0 0.2 1.6 0.272
H -4.40556 0.59513 -1.21082 -1.6 1.2 -2.1 0.351
H 3.04275 -0.77915 0.47970 -1.2 0.9 -0.4 0.429
H -0.79885 2.40889 -0.55877 -0.1 0.4 -0.2 0.468
H -1.96879 -1.32485 0.41753 -1.1 -0.1 -0.2 0.445
H 1.58386 -2.46631 1.09253 -1.2 -0.5 -0.4 0.174
```
Positions in Å, forces in eV/Å.

Its HOMO energy (alpha / beta) is -11.1 / -11.1 eV. Its total energy is -1319.1668 Eh. Its frontier orbital gap (alpha / beta) is 4.905 / 4.905 eV. The energy above the lowest of the compared OMol25 structures with the same formula, charge and spin is 3.519 eV. The net charge is +1.

---

Record 3
This record from the OMol25 dataset describes a cluster of 3 separate species, C19H17N2O9PS in total at a distorted geometry. The level of theory is ωB97M-V/def2-TZVPD.

```
49
Properties=species:S:1:pos:R:3:forces:R:3:nbo_charge:R:1
O -6.91249 -6.55234 -2.84433 3.7 1.9 2.0 -0.554
C -5.87504 -6.08869 -2.30460 -3.5 -1.5 -1.7 0.779
O -4.66518 -6.09457 -3.05684 -1.7 1.2 1.5 -0.719
C -6.00074 -5.46674 -0.81150 0.7 0.6 -0.3 -0.498
C -4.78038 -5.87661 0.15424 1.0 -0.8 -0.6 -0.468
C -3.51054 -4.93839 -0.07685 1.1 3.2 0.1 0.017
C -3.40688 -3.51623 -0.01988 -0.1 -2.1 0.7 -0.430
P -4.73498 -2.23879 0.37945 0.7 0.8 -0.8 0.799
S -5.06060 -0.97295 -1.08829 0.2 -0.7 0.5 -0.548
C -1.91386 -3.05757 -0.36530 -0.2 1.4 0.5 0.800
O -1.25211 -2.05887 -0.02777 -2.8 -4.6 -1.9 -0.497
O -1.49842 -4.18712 -1.18899 1.1 0.0 2.8 -0.516
C -1.97698 -5.31157 -0.42304 -0.1 -3.5 1.0 0.766
O -1.35266 -6.34029 -0.05174 -2.6 5.2 -2.3 -0.487
H -4.89855 -5.73220 -3.94720 0.1 -0.8 0.8 0.512
H -6.05092 -4.32092 -0.98052 0.2 -1.8 0.2 0.239
H -7.00129 -5.73907 -0.31257 1.6 0.0 -1.2 0.265
H -4.45383 -6.94680 -0.15147 -0.4 1.8 0.6 0.258
H -5.09065 -5.97633 1.26622 0.5 0.6 -1.9 0.260
H -5.93522 -2.94519 0.71125 0.9 0.0 0.4 0.001
H -4.26754 -1.52280 1.55290 -0.3 -1.0 -0.5 0.024
O -0.97776 5.08697 0.16609 0.6 -0.2 0.3 -0.378
N 0.06460 4.67909 0.66136 -0.1 0.6 0.0 0.514
O 0.94296 5.40016 1.11681 -0.5 -0.4 -0.2 -0.385
C 0.27759 3.23034 0.70792 0.1 -0.8 0.0 0.077
C -0.68187 2.37541 0.16608 -0.1 0.0 0.0 -0.211
C -0.46365 1.00150 0.19136 0.1 0.2 0.1 -0.218
C 0.70122 0.49078 0.75743 0.0 0.1 0.0 -0.167
C 1.65053 1.34907 1.30604 -0.3 0.0 -0.1 -0.217
C 1.44222 2.72422 1.28289 0.1 0.1 0.0 -0.214
H -1.59350 2.76035 -0.27801 0.2 0.1 0.1 0.246
H -1.20028 0.32784 -0.23322 0.1 0.1 0.1 0.234
H 0.87050 -0.58188 0.77005 -0.1 0.1 0.0 0.225
H 2.55456 0.94559 1.74818 -0.1 0.1 -0.1 0.241
H 2.19134 3.38158 1.71098 -0.2 0.0 -0.1 0.246
O 4.58523 2.11678 1.61519 0.4 0.2 -0.5 -0.393
N 5.21134 2.32935 0.58420 -0.2 -0.6 0.0 0.516
O 5.43182 1.48920 -0.27612 -0.2 0.5 0.5 -0.367
C 5.73484 3.68040 0.37001 0.3 0.8 -0.1 0.081
C 5.53652 4.65767 1.34446 0.0 0.0 0.1 -0.203
C 6.05604 5.93284 1.14736 0.1 -0.2 -0.2 -0.209
C 6.76245 6.22573 -0.01564 0.0 0.0 0.0 -0.174
C 6.94829 5.24858 -0.98964 -0.1 0.0 0.2 -0.211
C 6.43483 3.96975 -0.80010 0.0 -0.1 -0.1 -0.205
H 4.98804 4.44260 2.25514 0.1 -0.2 -0.2 0.248
H 5.91299 6.69895 1.90240 0.0 -0.1 -0.1 0.226
H 7.17138 7.22094 -0.16349 -0.1 -0.1 0.0 0.221
H 7.49730 5.48363 -1.89556 -0.1 -0.1 0.1 0.224
H 6.58931 3.21663 -1.56534 -0.1 0.0 0.2 0.249
```
Positions in Å, forces in eV/Å.

Its HOMO energy is -9.5 eV. The structure (SMILES) is O=C(O)CCC1=C([PH2]=S)C(=O)OC1=O.O=[N+]([O-])c1ccccc1.O=[N+]([O-])c1ccccc1. Its total energy is -2260.1499 Eh. Its frontier orbital gap is 7.859 eV. The energy above the lowest of the compared OMol25 structures with the same formula, charge and spin is 3.326 eV. The net charge is 0.

---

Record 4
This record from the OMol25 dataset describes the molecule C5H8O2. The level of theory is ωB97M-V/def2-TZVPD.

```
15
Properties=species:S:1:pos:R:3:forces:R:3:nbo_charge:R:1
C -1.58046 -0.66596 -0.03953 0.0 0.0 0.0 -0.623
C -0.42352 0.32505 -0.17944 0.0 -0.1 0.1 0.144
O -0.95163 1.60723 -0.41555 -0.1 0.2 -0.1 -0.713
C 0.54619 0.21281 1.03598 -0.1 0.1 0.3 -0.412
C 1.61916 -0.48896 0.16148 0.1 -0.1 0.0 -0.517
C 0.85254 0.09312 -1.01475 0.0 0.1 -0.5 0.587
O 1.17359 0.61490 -2.05136 -0.2 -0.4 0.4 -0.526
H -2.19395 -0.20750 0.74227 -0.1 -0.2 -0.1 0.226
H -2.20605 -0.76528 -0.93239 0.3 0.1 0.0 0.222
H -1.29516 -1.66487 0.31144 0.2 0.2 -0.2 0.210
H -0.74137 1.86788 -1.32577 0.1 -0.1 0.2 0.490
H 0.84630 1.21483 1.34773 0.1 -0.1 0.0 0.228
H 0.16696 -0.35563 1.88885 0.0 0.1 -0.1 0.215
H 2.66870 -0.20793 0.29396 -0.2 0.0 -0.2 0.236
H 1.51871 -1.57969 0.17710 0.0 0.1 0.1 0.233
```
Positions in Å, forces in eV/Å.

Its HOMO energy is -9.7 eV. The structure (SMILES) is C[C@@]1(O)CCC1=O. Its total energy is -345.7640 Eh. Its frontier orbital gap is 10.652 eV. The energy above the lowest of the compared OMol25 structures with the same formula, charge and spin is 1.115 eV. The net charge is 0.